C34H33BrLaN5O2Se | ωB97M-V/def2-TZVPD

Computed properties:
Charge: 0
Multiplicity: 1
Energy (Eh): -6746.77370
Molar mass (g mol⁻¹): 841.44
ΔE to the lowest compared entry with this formula, charge and spin (eV): 0.175
Frontier orbital gap (eV): 7.211
Highest occupied orbital energy (eV): -7.67

Each line ends with the Mulliken charge.
Geometry (Å):
La1 13.52938 11.90071 7.24166  1.504
Br1 9.55712 18.97315 7.36933  -0.204
C1 10.37121 17.38793 6.95222  -0.186
C2 10.17022 16.69018 5.73585  -0.335
C3 10.75640 15.44960 5.56572  -0.873
C4 11.50997 14.77941 6.60258  0.129
O1 12.06283 13.61615 6.43493  -0.115
C5 11.73826 15.54459 7.80963  0.470
C6 12.40528 15.06438 8.96270  -0.521
N1 12.83317 13.82907 9.05794  0.425
C7 13.19134 13.38813 10.37748  -0.992
C8 12.46972 13.62362 11.51344  0.047
C9 12.87085 13.13157 12.79299  -1.003
C10 14.06200 12.41969 12.91960  -0.667
C11 14.87674 12.21858 11.79049  0.702
C12 16.07946 11.46862 11.80847  -0.643
C13 16.71398 11.18299 10.65337  -0.770
C14 16.16560 11.68009 9.47515  -0.208
N2 15.05856 12.32182 9.37522  -0.503
C15 14.36048 12.60662 10.52537  1.076
C16 11.12144 16.77123 7.95320  -0.760
H1 9.67634 17.16226 4.92381  0.467
H2 10.65992 15.03463 4.57909  0.475
H3 12.57687 15.73968 9.81288  0.425
H4 11.62935 14.23541 11.54649  0.665
H5 12.15272 13.16748 13.60345  0.408
H6 14.30025 11.98701 13.90111  0.358
H7 16.50302 11.19776 12.75697  0.468
H8 17.54741 10.51609 10.65328  0.459
H9 16.74099 11.60405 8.49261  0.335
H10 11.27841 17.33389 8.84947  0.433
C17 16.11056 10.51649 5.37025  -0.854
O2 15.34880 11.37708 6.11255  -0.322
H11 15.70962 9.49691 5.21407  0.202
H12 17.11961 10.42890 5.80838  0.282
H13 16.38390 10.93746 4.36699  0.279
C18 9.46419 11.76299 6.84584  -1.372
N3 9.61033 10.34869 6.95510  0.405
C19 10.57043 9.57174 6.41099  -0.442
Se1 11.78515 10.05202 5.09968  -0.253
N4 10.40913 8.31380 6.90178  0.140
C20 9.45309 8.36239 7.90634  0.181
C21 8.99751 7.41604 8.83000  -0.596
C22 7.97094 7.82000 9.71000  -0.762
C23 7.43675 9.09409 9.60016  -0.707
C24 7.93176 10.03054 8.69913  -0.585
C25 8.96234 9.63390 7.91329  1.075
H14 10.05508 12.19562 6.03507  0.456
H15 9.83342 12.25417 7.75698  0.349
H16 8.41262 12.02054 6.59594  0.320
H17 11.11894 7.59267 6.72422  0.127
H18 9.37933 6.38220 8.89418  0.422
H19 7.59278 7.09019 10.41902  0.432
H20 6.54982 9.50283 10.09472  0.379
H21 7.52844 11.04464 8.55626  0.394
C26 12.78707 6.35800 8.00390  -0.639
N5 14.05060 6.98879 8.35629  -0.188
C27 14.96545 6.72125 7.26674  -1.070
C28 13.74113 8.45663 8.31408  -0.804
C29 12.78271 8.99590 9.33134  0.129
C30 12.37784 8.38592 10.46468  0.220
C31 11.31300 8.86013 11.27015  -1.060
C32 10.79118 10.08892 10.94147  -0.814
C33 11.33097 10.79670 9.90744  -0.175
C34 12.30346 10.33138 8.99705  -0.021
H22 12.89528 5.29792 8.24216  0.387
H23 12.61916 6.43334 6.93513  0.389
H24 12.00460 6.82663 8.56015  -0.176
H25 15.21890 5.63948 7.17657  0.304
H26 15.89606 7.21088 7.42702  0.336
H27 14.51676 7.03188 6.34038  0.406
H28 13.27778 8.72714 7.29034  0.061
H29 14.67526 8.98350 8.33370  0.536
H30 12.86206 7.43718 10.74801  0.352
H31 10.92378 8.19969 11.96726  0.555
H32 10.00700 10.41492 11.60335  0.492
H33 10.84945 11.73762 9.63823  0.170